1.
A structure of composition C5H5NO2 in a non-equilibrium geometry, computed with ωB97M-V/def2-TZVPD.

ΔE to the lowest compared entry with this formula, charge and spin = 3.7453 eV
HOMO = -0.300 Ha
E_LUMO = 0.0337 Ha

Last column: Mulliken charge in e.
CARTESIAN COORDINATES (ANGSTROEM)
C1 0.71964 1.55965 -0.06427  -0.446
C2 1.38139 0.05347 0.28725  -0.351
C3 0.08221 -0.75432 -0.18560  0.296
C4 -1.71565 -1.62491 -0.13797  -0.194
C5 -0.89956 0.20213 -0.37897  0.236
H1 0.97600 2.05143 0.85527  0.284
H2 1.02802 1.95360 -1.00704  0.381
H3 1.59838 -0.12387 1.41697  0.239
H4 2.35282 -0.05124 -0.37979  0.252
H5 -2.38227 -2.35190 -0.01680  0.541
N1 -0.41145 -2.02816 -0.12632  -0.559
O1 -2.05293 -0.34327 -0.31622  -0.330
O2 -0.67659 1.45740 0.05350  -0.348

***

2.
A structure of composition C35H47BN6O5S3Zr, computed with ωB97M-V/def2-TZVPD.

ΔE to the lowest compared entry with this formula, charge and spin = 0.4665 eV
HOMO = -0.518 Ha
E_LUMO = -0.2335 Ha
Charge = +2

Last column: Mulliken charge in e.
CARTESIAN COORDINATES (ANGSTROEM)
Zr1 0.11218 0.24910 -0.07222  1.141
C1 -2.59198 3.24465 2.09634  -1.780
C2 -2.58021 1.80893 2.50894  -0.001
C3 -3.72158 1.11699 2.79387  -0.553
C4 -3.66912 -0.25498 3.13142  -0.376
N1 -2.52243 -0.87360 3.22164  -0.092
N2 -1.39196 -0.20578 2.94884  1.045
B1 -0.19859 -1.16327 3.08375  -0.867
N3 -0.56394 -2.60719 2.77876  0.328
N4 -1.06587 -3.22922 3.87161  0.127
C5 -1.56894 -4.42136 3.71892  -0.195
C6 -1.63076 -5.02011 2.42973  -0.217
C7 -1.07888 -4.41780 1.34584  -0.312
C8 -1.11013 -5.02052 -0.02031  -1.752
C9 -0.46156 -3.14650 1.55889  1.501
S1 0.53286 -2.43737 0.34471  -0.371
C10 -2.08633 -5.16863 4.93482  1.920
C11 -3.59159 -5.41913 4.75637  -1.528
C12 -1.85567 -4.37459 6.21676  -1.451
C13 -1.34152 -6.51016 5.02707  -1.832
N5 1.24572 -0.76543 2.83049  -0.375
N6 0.93437 -0.97751 4.11831  0.163
C14 1.78923 -0.86176 5.09823  0.392
C15 3.11924 -0.56504 4.68453  -1.000
C16 3.46380 -0.35003 3.37926  0.422
C17 4.85850 -0.02245 2.97117  -1.908
C18 2.42985 -0.39770 2.36615  1.001
S2 2.69086 0.05614 0.75189  -0.337
C19 1.35238 -1.07823 6.52313  2.196
C20 1.82034 -2.49121 6.91781  -1.629
C21 -0.16901 -0.96857 6.62997  -1.438
C22 2.01608 -0.03065 7.42568  -1.773
C23 -1.35948 1.08372 2.55343  1.090
S3 0.12702 1.81785 2.04626  -0.220
C24 -4.89623 -1.10801 3.41803  2.386
C25 -4.84010 -1.53510 4.89116  -1.535
C26 -4.84560 -2.34488 2.51088  -1.401
C27 -6.18977 -0.33778 3.15349  -2.277
H1 -3.59035 3.66192 2.20548  0.411
H2 -2.29073 3.33150 1.05037  0.245
H3 -1.89198 3.82884 2.69359  0.416
H4 -4.67591 1.62053 2.73613  0.631
H5 -2.11300 -5.98170 2.31936  0.479
H6 -1.60253 -5.98997 0.00195  0.463
H7 -0.10202 -5.14446 -0.41567  0.437
H8 -1.65788 -4.36193 -0.69779  0.186
H9 -4.14610 -4.48064 4.73936  0.149
H10 -3.95830 -6.01516 5.59237  0.530
H11 -3.81606 -5.96713 3.84007  0.346
H12 -2.35949 -3.40761 6.18999  0.099
H13 -0.79272 -4.20203 6.39394  0.154
H14 -2.25033 -4.94069 7.06020  0.514
H15 -1.56375 -7.16605 4.18427  0.345
H16 -1.64762 -7.03084 5.93422  0.492
H17 -0.26071 -6.36184 5.07171  0.378
H18 3.88323 -0.49196 5.44617  0.387
H19 5.53722 -0.06764 3.81849  0.404
H20 4.89414 0.97865 2.53650  0.436
H21 5.19909 -0.71253 2.19741  0.407
H22 1.35805 -3.25004 6.28401  0.284
H23 1.53430 -2.68419 7.95170  0.479
H24 2.90441 -2.59099 6.84561  0.358
H25 -0.67552 -1.70501 6.00663  -0.042
H26 -0.51043 0.03255 6.35562  0.333
H27 -0.46341 -1.14692 7.66378  0.541
H28 3.10093 -0.13319 7.45728  0.414
H29 1.65166 -0.16657 8.44338  0.449
H30 1.76768 0.98502 7.11365  0.414
H31 -3.91936 -2.08300 5.09696  0.065
H32 -5.68918 -2.18126 5.11733  0.463
H33 -4.88759 -0.67207 5.55817  0.377
H34 -3.94276 -2.92855 2.69666  0.099
H35 -4.85693 -2.06830 1.45508  0.359
H36 -5.71339 -2.97438 2.71063  0.482
H37 -6.29874 0.52521 3.81334  0.439
H38 -7.03830 -0.99458 3.34228  0.412
H39 -6.25954 -0.00283 2.11672  0.491
O1 -2.76104 2.35099 -1.37309  -0.578
C28 -1.76174 1.77506 -1.67788  -0.169
O2 -0.58374 1.89929 -1.01694  -0.643
C29 -1.65864 0.77836 -2.82545  0.083
C30 -0.19550 0.66991 -3.28254  -0.059
C31 -0.05926 -0.06986 -4.59843  -1.112
C32 -0.35142 -1.53034 -4.19335  -0.912
C33 -0.63474 -1.40498 -2.70886  -0.083
O3 0.30875 -0.32895 -2.28803  -0.880
C34 -1.99317 -0.71375 -2.44220  0.085
C35 -2.41312 -1.08736 -1.01807  -0.427
O4 -3.15225 -2.00075 -0.79564  -0.555
O5 -1.78524 -0.41295 -0.02956  0.275
H40 -2.32287 1.10869 -3.62128  0.696
H41 0.38744 1.57712 -3.18218  0.830
H42 0.94134 0.04161 -5.00896  0.389
H43 -0.76702 0.32174 -5.32699  0.366
H44 0.51390 -2.16880 -4.35895  0.390
H45 -1.19983 -1.96712 -4.71601  0.390
H46 -0.43834 -2.29012 -2.11363  0.408
H47 -2.75981 -1.11726 -3.09824  0.683

***

3.
A cluster of 2 separate species, C2H6N2O3S in total in a non-equilibrium geometry, computed with ωB97M-V/def2-TZVPD.

ΔE to the lowest compared entry with this formula, charge and spin = 9.1589 eV
HOMO (alpha / beta) = -0.299 / -0.378 Ha
E_LUMO (alpha / beta) = -0.1495 / -0.0645 Ha

Last column: Mulliken charge in e.
CARTESIAN COORDINATES (ANGSTROEM)
C1 1.59303 -0.85275 -1.27010  -0.668
C2 1.23047 0.93823 0.93999  -0.821
N1 -3.61200 0.04541 -0.34897  -0.805
N2 -2.39232 0.02860 -0.48554  1.299
O1 -1.62272 0.29370 0.50471  -0.510
O2 -1.82550 -0.41663 -1.49946  -0.591
O3 2.64041 -1.37446 1.12252  -0.563
S1 1.46048 -0.80099 0.42249  0.617
H1 2.20597 -1.52329 -1.74196  0.376
H2 0.89367 -0.42426 -1.87968  0.383
H3 2.11334 1.63490 0.84438  0.331
H4 0.27559 1.40212 0.71516  0.390
H5 0.93709 0.84765 2.05827  0.287
H6 -3.89752 0.20178 0.61819  0.273

***

4.
A structure of composition C20H22N2O4 in a non-equilibrium geometry, computed with ωB97M-V/def2-TZVPD.

ΔE to the lowest compared entry with this formula, charge and spin = 20.5807 eV
HOMO = -0.293 Ha
E_LUMO = 0.0188 Ha

Last column: Mulliken charge in e.
CARTESIAN COORDINATES (ANGSTROEM)
C1 -3.56353 -3.48526 -0.08152  -1.174
H1 -3.34515 -3.60501 0.91271  0.437
H2 -4.20941 -4.09644 -0.54660  0.428
H3 -2.60634 -3.73415 -0.68810  0.388
O1 -4.07334 -2.38752 -0.65994  -0.365
C2 -3.44142 -1.19782 -0.07068  0.435
C3 -2.25127 -1.30251 0.68712  -0.663
C4 -1.54661 0.01982 0.79462  0.340
C5 -2.17980 1.24299 0.58466  -0.691
C6 -3.30881 1.26353 -0.00258  0.438
C7 -4.04106 0.33441 -0.39796  0.807
O2 -5.31280 0.28493 -1.15214  -0.470
C8 -5.24354 -0.53600 -2.46794  -0.849
H4 -6.24418 -0.03736 -2.68449  0.272
H5 -4.53070 0.09809 -3.13624  0.246
H6 -5.18621 -1.46691 -2.22791  0.498
O3 -3.74972 2.41946 -0.10073  -0.443
C9 -5.05072 2.82332 -0.70153  -0.666
H7 -4.89015 2.73014 -1.90953  0.210
H8 -5.87766 2.41107 -0.18508  0.292
H9 -5.17818 3.95076 -0.76488  0.270
H10 -1.76984 2.22291 1.16418  0.251
C10 -0.22612 0.10266 1.69190  0.203
O4 0.01661 0.87683 2.64091  -0.649
N1 0.60887 -0.85531 1.05669  -0.089
H11 0.47649 -1.57794 0.49131  0.295
C11 1.95055 -1.35754 1.86700  -1.303
C12 3.04985 -0.64071 0.86473  0.813
C13 3.61352 -1.68177 0.17117  -1.178
C14 4.62749 -0.89294 -0.62708  0.200
C15 5.54960 -1.02166 -1.73608  -0.327
C16 6.23178 -0.11519 -2.34133  -0.980
C17 6.09782 1.26461 -1.75982  -0.780
C18 5.11844 1.40186 -0.82934  -0.295
C19 4.36716 0.41633 -0.26460  0.592
N2 3.46837 0.69307 0.72876  0.453
C20 3.01196 1.67818 1.20999  -1.053
H12 3.72347 2.00352 2.39132  0.259
H13 2.83326 2.52638 0.68080  0.447
H14 1.91851 1.62571 1.97759  0.202
H15 5.08109 2.47017 -0.31464  0.098
H16 6.51927 2.08835 -1.97874  0.652
H17 6.90383 -0.32523 -2.94980  0.643
H18 5.64508 -2.28848 -1.99450  0.051
H19 3.46987 -2.64870 -0.07072  0.535
H20 2.23387 -2.28164 2.15291  0.620
H21 2.05211 -0.65147 2.80329  0.350
H22 -1.59279 -2.27725 0.80004  0.245

***

5.
A structure of composition C33H32AsBrN5O5SW, computed with ωB97M-V/def2-TZVPD.

ΔE to the lowest compared entry with this formula, charge and spin = 0.0000 eV
HOMO (alpha / beta) = -0.387 / -0.387 Ha
Multiplicity = 3
E_LUMO (alpha / beta) = -0.1320 / -0.1369 Ha
<S²> = 2.01
Charge = +1

Last column: Löwdin spin population.
CARTESIAN COORDINATES (ANGSTROEM)
W1 0.36217 1.24659 -0.59765  1.636
C1 -2.69471 -1.50812 6.27172  0.000
C2 -2.48418 -0.79429 4.96838  0.001
C3 -2.00719 0.51615 4.94795  0.000
C4 -1.83563 1.19286 3.75377  0.001
C5 -2.14811 0.55125 2.56364  0.001
C6 -2.61418 -0.75336 2.55237  0.000
C7 -2.77857 -1.41575 3.75766  0.000
S1 -1.94610 1.41600 1.05427  0.007
O1 -3.12141 2.17868 0.76821  0.000
O2 -1.56122 0.37540 0.03738  0.013
N1 -0.59147 2.21809 1.06943  0.037
C8 -0.45650 3.64934 1.25406  0.006
C9 0.75075 4.06907 0.42362  0.006
O3 1.31602 5.12285 0.55748  0.006
O4 1.05556 3.20236 -0.53174  0.043
H1 -1.95652 -1.20245 7.01195  0.000
H2 -2.63350 -2.58807 6.14785  0.000
H3 -3.68161 -1.27556 6.67573  0.000
H4 -1.76220 1.00983 5.87968  0.000
H5 -1.45373 2.20587 3.75420  0.000
H6 -2.83231 -1.25175 1.61741  0.000
H7 -3.13721 -2.43721 3.75669  0.000
H8 -0.29112 3.93674 2.29286  0.001
H9 -1.33070 4.19756 0.88397  0.001
N2 -0.19311 -9.03740 0.42334  0.000
C10 -0.05982 -7.90311 0.30567  0.000
C11 0.10499 -6.48327 0.15815  0.000
C12 1.33185 -5.89629 0.45329  0.000
C13 1.48504 -4.52681 0.32129  0.000
C14 0.42205 -3.74265 -0.11487  0.000
C15 -0.79811 -4.33936 -0.42664  0.000
C16 -0.96393 -5.70477 -0.28132  0.000
C17 0.56405 -2.26922 -0.26305  -0.002
C18 0.44618 -1.76816 -1.58694  0.006
C19 0.50234 -2.52895 -2.76396  0.008
C20 0.53189 -1.63797 -3.83280  0.005
C21 0.45341 -0.36609 -3.27610  0.012
N3 0.40392 -0.42715 -1.92811  0.014
C22 0.82849 -1.53201 0.87196  0.005
C23 1.02398 -2.02702 2.20091  0.019
C24 1.39517 -0.97244 2.98739  0.004
C25 1.38831 0.16493 2.14107  0.029
N4 1.05485 -0.14818 0.90116  0.002
H10 2.15590 -6.51324 0.78336  0.000
H11 2.43711 -4.06451 0.54543  0.000
H12 -1.61892 -3.72657 -0.77529  0.000
H13 -1.91193 -6.17175 -0.50905  0.000
H14 0.55129 -3.60427 -2.81000  0.001
H15 0.58798 -1.87123 -4.88236  0.000
H16 0.41054 0.58210 -3.79284  0.002
H17 0.90268 -3.05517 2.49846  0.001
H18 1.63488 -0.97322 4.03685  0.000
H19 1.59613 1.18622 2.42466  0.002
Br1 -4.83833 4.00002 -4.16213  0.005
C26 -3.32922 3.27916 -3.31940  0.015
C27 -3.18118 1.90805 -3.19808  -0.003
C28 -2.06244 1.42287 -2.55454  0.013
N5 -1.10844 2.21724 -2.03236  0.014
C29 -1.26026 3.54771 -2.18386  0.017
C30 -2.34462 4.11507 -2.81433  -0.002
H20 -3.91885 1.22218 -3.58665  0.000
H21 -1.93117 0.35830 -2.43225  0.001
H22 -0.47336 4.17025 -1.78832  0.000
H23 -2.41664 5.18933 -2.89783  0.000
C31 2.20697 3.19684 -3.31005  0.003
As1 3.27368 2.17343 -2.08131  0.011
C32 4.36175 0.98187 -3.10818  0.002
C33 4.36663 3.36385 -1.06523  0.002
O5 2.40959 1.17532 -1.01870  0.050
H24 2.62720 3.08415 -4.30863  0.000
H25 2.22587 4.24019 -3.00199  0.000
H26 1.17729 2.84667 -3.30591  0.003
H27 4.99290 1.54982 -3.79095  0.000
H28 3.71187 0.31115 -3.66890  0.000
H29 4.98049 0.39512 -2.43178  0.000
H30 5.03529 3.90781 -1.73197  0.000
H31 4.94844 2.78226 -0.35210  0.000
H32 3.71297 4.05682 -0.53513  0.000

***

6.
An isolated molecule of C3H4N2S2, computed with ωB97M-V/def2-TZVPD.

ΔE to the lowest compared entry with this formula, charge and spin = 0.0000 eV
SMILES = S=c1[nH]cc(S)[nH]1
HOMO = -0.287 Ha
E_LUMO = 0.0183 Ha

Last column: Mulliken charge in e.
CARTESIAN COORDINATES (ANGSTROEM)
S1 0.29603 3.04576 -0.36844  -0.397
C1 0.07794 1.39248 -0.28375  -0.049
N1 -0.02875 0.50946 -1.32987  -0.027
C2 -0.20195 -0.78762 -0.87173  -0.246
C3 -0.20753 -0.73786 0.47764  0.025
S2 -0.46126 -2.00672 1.64721  -0.263
N2 -0.03813 0.61353 0.82542  0.004
H1 0.02868 0.82448 -2.27879  0.184
H2 -0.29790 -1.62035 -1.54689  0.441
H3 0.84214 -2.20826 1.97358  0.146
H4 -0.00927 0.97511 1.75561  0.182

***

7.
A cluster of 2 separate species, C6H9F in total in a non-equilibrium geometry, computed with ωB97M-V/def2-TZVPD.

ΔE to the lowest compared entry with this formula, charge and spin = 3.5286 eV
HOMO = -0.302 Ha
E_LUMO = 0.0163 Ha

Last column: Mulliken charge in e.
CARTESIAN COORDINATES (ANGSTROEM)
C1 -2.42437 -0.47435 -0.70904  -0.703
C2 1.22173 1.73374 1.47234  -0.767
C3 -1.33167 0.24324 -0.69759  -0.508
C4 0.74172 1.26324 0.30591  -0.240
C5 0.86901 -1.52087 -0.19608  -1.013
C6 -0.31846 0.23553 0.34064  0.753
F1 -0.68031 -0.06908 1.63673  -0.307
H1 -2.95375 -0.49534 -1.63367  0.300
H2 -2.75004 -0.85398 0.30079  0.234
H3 2.04261 2.39620 1.71451  0.280
H4 0.85403 1.36326 2.35433  0.265
H5 -1.12309 0.71056 -1.57642  0.288
H6 0.98899 1.52517 -0.64559  0.383
H7 1.48755 -1.23158 -0.97355  0.342
H8 0.18695 -2.22987 -0.60284  0.335
H9 1.36812 -1.46181 0.76310  0.359

***

8.
A structure of composition C14H17AsBrNO8PtS in a non-equilibrium geometry, computed with ωB97M-V/def2-TZVPD.

ΔE to the lowest compared entry with this formula, charge and spin = 0.0000 eV
HOMO = -0.338 Ha
E_LUMO = -0.0152 Ha

Last column: Mulliken charge in e.
CARTESIAN COORDINATES (ANGSTROEM)
Pt1 -0.20775 -0.68410 0.04978  0.947
O1 -1.38479 -4.86024 0.63712  -0.623
As1 -0.97779 -3.61574 -0.54440  1.113
O2 -0.43850 -4.31277 -1.90088  -0.724
O3 0.04683 -2.62119 0.39521  -0.568
C1 -2.71662 -2.73292 -0.74016  0.230
C2 -3.77253 -3.30481 -0.03169  -0.307
C3 -5.07316 -2.84788 -0.18719  -0.686
C4 -5.34936 -1.82058 -1.07467  -0.640
C5 -4.31259 -1.23405 -1.78094  -0.869
C6 -3.00772 -1.67710 -1.60301  0.175
S1 -1.79277 -0.78536 -2.54963  1.458
O4 -2.09973 0.64145 -2.34200  -0.646
O5 -1.87349 -1.20203 -3.90878  -0.696
O6 -0.47084 -1.12494 -1.91896  -0.737
H1 -1.17845 -5.70599 0.21804  0.315
H2 -3.56680 -4.12641 0.64011  0.594
H3 -5.87146 -3.31004 0.37893  0.400
H4 -6.36411 -1.47371 -1.21809  0.410
H5 -4.50420 -0.42144 -2.46998  0.520
O7 1.17944 2.53634 1.75216  -0.617
H6 0.76077 2.24089 0.93095  0.342
H7 2.12189 2.56134 1.56195  0.308
Br1 2.78267 -0.80968 1.43084  -0.026
C7 1.31890 -0.49498 2.55594  0.502
C8 1.53620 -0.40284 3.91964  -0.742
C9 0.46342 -0.13638 4.74645  -0.253
C10 -0.79203 0.03375 4.18304  -0.926
C11 -0.92489 -0.08079 2.81919  0.100
N1 0.11152 -0.33935 2.00410  -0.076
H8 2.53500 -0.53679 4.30532  0.443
H9 0.60635 -0.06205 5.81593  0.392
H10 -1.66227 0.24482 4.78667  0.444
H11 -1.88207 0.03565 2.33507  0.379
C12 -1.55897 3.08642 -1.41273  -1.370
C13 -1.56238 1.75401 -0.72918  1.643
C14 -2.79673 1.40390 0.04779  -1.319
O8 -0.43088 1.29692 -0.40306  -0.866
H12 -1.95892 3.82812 -0.71867  0.356
H13 -2.19408 3.06119 -2.29486  0.370
H14 -0.54507 3.35585 -1.69595  0.333
H15 -3.69211 1.66017 -0.51290  0.367
H16 -2.76473 2.00743 0.95981  0.431
H17 -2.81990 0.34611 0.30119  0.116